Computed, not measured: an isolated molecule of C7H10O in a non-equilibrium geometry, with wB97M-V/def2-TZVPD.

The geometry in XYZ format:
```
18
C7H10O wB97M-V/def2-TZVPD
H -3.305 -0.548 -0.398
C -1.141 -0.288 -0.025
C 1.264 -1.243 -0.708
O -1.198 -0.928 1.174
H 3.007 -0.861 0.700
C -2.463 0.004 -0.683
H 1.520 -2.208 -1.175
C 1.216 0.434 0.987
C 2.204 -0.339 0.035
H 1.086 -0.164 1.884
C 0.078 -0.714 -0.793
H 2.687 0.383 -0.779
C 0.059 0.607 0.012
H 0.143 1.500 -0.566
H -2.348 -0.236 -1.716
H -1.606 -1.746 1.293
H 1.605 1.543 1.097
H -2.580 1.115 -0.777
```

Output
* HOMO level: -8.3 eV
* frontier orbital gap: 9.113 eV
* 2S+1: 1
* lowest unoccupied orbital energy: 0.85 eV
* E_tot: -9464.2486 eV
* relative energy (zero: lowest compared OMol25 entry of this formula, charge and spin): 99.43 kcal/mol

natural (NBO) population analysis, charges in e, atoms 1 to 2: atom 1 (H): 0.23, atom 2 (C): 0.30

***

Computed, not measured: an isolated molecule of C7H10O in a non-equilibrium geometry, with wB97M-V/def2-TZVPD.

The geometry in XYZ format:
```
18
C7H10O wB97M-V/def2-TZVPD
C -0.087 1.473 -1.474
H -2.070 0.104 0.069
C 0.696 -0.637 -0.426
C 1.321 1.480 0.600
H 2.031 -2.284 -1.327
H -0.741 0.891 -2.108
H -1.949 -1.530 -0.627
H 2.312 1.127 0.867
O -0.149 -0.263 1.884
H -2.539 -1.309 1.032
C -1.836 -0.937 0.282
C -0.428 -1.062 0.845
C 1.446 -1.483 -0.942
C 0.669 0.910 -0.513
H -0.011 2.535 -1.668
H -0.155 -2.097 1.048
H 1.054 2.488 0.898
H 0.438 0.594 1.560
```

Output
* HOMO level (spin up / spin down): -8.2 / -7.5 eV
* frontier orbital gap (spin up / spin down): 8.225 / 6.197 eV
* 2S+1: 1
* lowest unoccupied orbital energy (spin up / spin down): -0.02 / -1.29 eV
* E_tot: -9462.4822 eV
* relative energy (zero: lowest compared OMol25 entry of this formula, charge and spin): 140.17 kcal/mol

natural (NBO) population analysis, charges in e, atoms 1 to 2: atom 1 (C): -0.35, atom 2 (H): 0.22

***

Computed, not measured: a cluster of 2 separate species, C7H10O in total in a non-equilibrium geometry, with wB97M-V/def2-TZVPD.

The geometry in XYZ format:
```
18
C7H10O wB97M-V/def2-TZVPD
H 1.931 -0.150 -2.367
H 1.465 0.888 -0.813
H 0.003 -1.975 -0.719
C 0.228 -0.853 -0.774
C -0.761 -0.854 1.676
H -0.833 0.965 -1.404
C 0.470 0.998 1.060
H 2.382 -0.446 -0.649
H 1.719 2.938 1.545
C -0.224 -0.026 0.443
H -1.207 -0.084 2.448
O -2.276 -0.361 -1.074
C 0.919 1.983 1.619
H 0.119 -1.551 2.079
H -2.651 0.008 -2.314
C -0.969 0.064 -0.868
C 1.520 -0.179 -1.260
H -1.836 -1.365 1.373
```

Output
* HOMO level: -9.1 eV
* frontier orbital gap: 8.931 eV
* 2S+1: 1
* lowest unoccupied orbital energy: -0.18 eV
* E_tot: -9461.3443 eV
* relative energy (zero: lowest compared OMol25 entry of this formula, charge and spin): 166.41 kcal/mol

natural (NBO) population analysis, charges in e, atoms 1 to 2: atom 1 (H): 0.22, atom 2 (H): 0.23

***

Computed, not measured: an isolated molecule of C7H10O in a non-equilibrium geometry, with wB97M-V/def2-TZVPD.

The geometry in XYZ format:
```
18
C7H10O wB97M-V/def2-TZVPD
H -3.074 -0.888 0.223
H 2.735 -0.750 -0.219
C 0.521 1.239 -0.801
C -1.719 0.656 1.185
H 0.891 -1.912 -0.230
H -0.470 1.568 -0.721
C 2.289 -0.082 0.489
H -2.529 0.959 2.033
H 0.629 0.956 -1.891
H 2.699 0.877 0.360
C -1.119 -1.342 -0.283
H 1.232 2.123 -0.748
H 2.396 -0.560 1.507
C -2.094 -0.419 0.157
H -1.353 -2.390 -0.673
C 0.241 -1.114 -0.242
C 0.899 0.099 -0.027
O -2.173 0.981 -0.119
```

Output
* HOMO level (spin up / spin down): -8.7 / -7.2 eV
* frontier orbital gap (spin up / spin down): 8.446 / 6.845 eV
* 2S+1: 1
* lowest unoccupied orbital energy (spin up / spin down): -0.26 / -0.35 eV
* E_tot: -9462.1402 eV
* relative energy (zero: lowest compared OMol25 entry of this formula, charge and spin): 148.06 kcal/mol

natural (NBO) population analysis, charges in e, atoms 1 to 2: atom 1 (H): 0.19, atom 2 (H): 0.22

***

Computed, not measured: a cluster of 2 separate species, C7H10O2 in total in a non-equilibrium geometry, with wB97M-V/def2-TZVPD.

The geometry in XYZ format:
```
19
C7H10O2 wB97M-V/def2-TZVPD
H 3.386 -1.695 -1.199
C -0.372 -0.514 0.339
H 1.767 -0.733 -1.673
H 0.711 -0.855 2.063
H 2.534 -1.881 1.071
O -0.583 -0.533 -1.022
H 1.447 2.685 -1.233
H 0.358 -0.486 -1.444
H -2.542 0.631 -0.357
O -1.488 -0.240 1.101
C -2.814 -0.029 0.413
H -3.230 -0.966 0.215
C -0.445 2.538 0.011
C 0.778 -0.866 0.967
C 0.613 2.642 -0.524
C 2.004 -1.376 0.318
H -3.322 0.435 1.285
H -1.237 2.409 0.594
C 2.435 -1.166 -0.927
```

Output
* HOMO level: -7.8 eV
* frontier orbital gap: 8.709 eV
* 2S+1: 1
* lowest unoccupied orbital energy: 0.88 eV
* E_tot: -11511.1530 eV
* relative energy (zero: lowest compared OMol25 entry of this formula, charge and spin): 108.46 kcal/mol

natural (NBO) population analysis, charges in e, atoms 1 to 2: atom 1 (H): 0.22, atom 2 (C): 0.66

***

Computed, not measured: a cluster of 2 separate species, C7H10O2S in total in a non-equilibrium geometry, with wB97M-V/def2-TZVPD.

The geometry in XYZ format:
```
20
C7H10O2S wB97M-V/def2-TZVPD
H -1.091 -0.461 1.398
C 0.851 1.394 -0.490
H -0.249 2.224 -2.808
H 2.724 0.030 -0.483
H -2.051 -3.774 1.138
C -0.823 -0.286 -0.685
H 0.093 1.976 1.533
C -0.465 -0.020 0.657
H 1.239 2.214 -0.988
H -1.064 -4.310 2.309
H -1.201 1.892 0.282
O -1.242 -3.605 1.644
C -0.190 1.462 0.618
H -1.345 -1.144 -1.030
H 0.704 0.121 -2.327
C 0.051 0.613 -1.567
O -0.746 1.481 -2.243
C 1.769 0.382 0.199
S 2.053 0.366 1.938
C 0.983 -0.555 0.904
```

Output
* HOMO level (spin up / spin down): -7.9 / -8.1 eV
* frontier orbital gap (spin up / spin down): 7.476 / 8.153 eV
* 2S+1: 1
* lowest unoccupied orbital energy (spin up / spin down): -0.42 / 0.06 eV
* E_tot: -22345.4018 eV
* relative energy (zero: lowest compared OMol25 entry of this formula, charge and spin): 106.90 kcal/mol

natural (NBO) population analysis, charges in e, atoms 1 to 2: atom 1 (H): 0.25, atom 2 (C): -0.28

***

Computed, not measured: an isolated molecule of C7H10O2S in a non-equilibrium geometry, with wB97M-V/def2-TZVPD.

The geometry in XYZ format:
```
20
C7H10O2S wB97M-V/def2-TZVPD
O 1.384 1.857 -0.517
C 0.718 0.459 -0.603
H 3.811 -1.443 -1.554
H 1.176 -0.086 1.493
C -0.437 0.605 -1.638
C 0.295 0.148 0.841
H 0.218 1.330 2.597
C 1.824 -0.386 -1.015
S 1.243 2.686 0.803
H -1.069 1.914 1.486
O 2.493 2.537 1.516
C 0.019 1.414 1.537
H -1.254 1.104 -1.172
H -0.199 -1.746 0.042
H -0.057 1.284 -2.427
C -0.671 -1.033 0.699
H -0.760 -0.292 -2.225
H -0.951 -1.519 1.603
H -1.619 -0.697 0.190
C 2.896 -0.840 -1.338
```

Output
* HOMO level: -9.1 eV
* frontier orbital gap: 9.842 eV
* 2S+1: 1
* lowest unoccupied orbital energy: 0.72 eV
* E_tot: -22347.7592 eV
* relative energy (zero: lowest compared OMol25 entry of this formula, charge and spin): 52.53 kcal/mol

natural (NBO) population analysis, charges in e, atoms 1 to 2: atom 1 (O): -0.74, atom 2 (C): 0.22

***

Computed, not measured: an isolated molecule of C7H10O3 in a non-equilibrium geometry, with wB97M-V/def2-TZVPD.

The geometry in XYZ format:
```
20
C7H10O3 wB97M-V/def2-TZVPD
C -0.570 -0.981 1.561
O -1.698 -0.194 -2.921
C -1.144 0.024 -1.750
C 0.741 -0.552 0.909
O -1.343 2.173 -2.237
H -1.199 1.423 0.716
H -1.331 -0.253 1.573
H 2.315 -1.510 0.052
H 2.133 -2.254 1.547
C -0.334 1.596 0.028
H -0.264 -1.461 2.562
C -0.950 1.371 -1.341
H -1.734 0.792 -3.113
C 1.954 -1.305 1.025
C 0.897 0.709 0.251
O 1.958 1.117 -0.300
H -0.763 -1.973 1.102
H -1.137 -0.912 -1.103
H -0.170 2.678 -0.027
H 2.639 -0.488 1.467
```

Output
* HOMO level (spin up / spin down): -8.8 / -8.3 eV
* frontier orbital gap (spin up / spin down): 8.047 / 6.945 eV
* 2S+1: 1
* lowest unoccupied orbital energy (spin up / spin down): -0.74 / -1.32 eV
* E_tot: -13559.8394 eV
* relative energy (zero: lowest compared OMol25 entry of this formula, charge and spin): 80.18 kcal/mol

natural (NBO) population analysis, charges in e, atoms 1 to 2: atom 1 (C): -0.68, atom 2 (O): -0.60

***

Computed, not measured: the ion C7H10O9P with charge -3 in a non-equilibrium geometry, with wB97M-V/def2-TZVPD.

The geometry in XYZ format:
```
27
C7H10O9P wB97M-V/def2-TZVPD
H -2.547 -0.154 2.039
C -1.825 -0.452 1.249
C -2.037 0.502 0.026
H 0.959 0.690 -2.548
C 1.199 -0.090 -1.823
O -2.866 2.706 -0.620
O 1.910 -0.683 1.235
O 3.562 -0.781 -0.499
O -0.985 0.282 -0.953
H 0.738 -1.506 2.738
H 0.350 -1.733 0.202
O -0.212 -1.359 2.767
H -3.414 0.623 -1.342
O 3.576 -1.102 -2.897
H 0.823 -1.085 -2.214
O -2.203 2.482 1.505
H 2.590 -0.780 0.507
P 3.083 -0.196 -1.813
H 0.693 1.256 -0.194
H -2.062 -1.488 0.993
C 0.597 -0.754 0.625
O -3.182 -0.064 -0.639
C 0.411 0.268 -0.559
O 3.744 1.118 -1.943
H -0.180 0.656 2.085
C -0.373 -0.394 1.740
C -2.348 2.036 0.334
```

Output
* HOMO level: 2.8 eV
* net charge: -3
* frontier orbital gap: 4.947 eV
* 2S+1: 1
* lowest unoccupied orbital energy: 7.71 eV
* E_tot: -35136.5838 eV

natural (NBO) population analysis, charges in e, atoms 1 to 2: atom 1 (H): 0.21, atom 2 (C): -0.44

***

Computed, not measured: a cluster of 2 separate species, C7H10S2Si in total in a non-equilibrium geometry, with wB97M-V/def2-TZVPD.

The geometry in XYZ format:
```
20
C7H10S2Si wB97M-V/def2-TZVPD
H 0.653 -2.749 0.030
S -0.502 0.238 3.133
C -0.581 0.776 -1.821
H 2.209 0.493 0.885
H -0.554 -0.957 3.705
C 0.015 1.868 -1.339
H -1.372 0.844 -2.553
C 1.440 0.568 0.130
Si -1.846 -0.201 1.530
H -1.062 -1.201 -1.189
H 1.549 2.668 -0.023
C 0.816 -0.667 -0.287
H 0.275 -1.086 -2.305
H 1.856 -1.874 1.098
H -0.280 2.856 -1.661
C 1.127 -1.822 0.309
C -0.174 -0.606 -1.426
H -1.970 1.076 0.871
C 1.071 1.762 -0.361
S -2.673 -1.985 1.274
```

Output
* HOMO level: -8.1 eV
* frontier orbital gap: 7.734 eV
* 2S+1: 1
* lowest unoccupied orbital energy: -0.34 eV
* E_tot: -36968.8859 eV
* relative energy (zero: lowest compared OMol25 entry of this formula, charge and spin): 28.26 kcal/mol

natural (NBO) population analysis, charges in e, atoms 1 to 2: atom 1 (H): 0.20, atom 2 (S): -0.41

***

Computed, not measured: a structure of composition C7H11Br2F in a non-equilibrium geometry, with wB97M-V/def2-TZVPD.

The geometry in XYZ format:
```
21
C7H11Br2F wB97M-V/def2-TZVPD
H 0.566 -1.110 0.648
C 2.509 -0.265 0.273
Br -3.768 -1.618 -0.226
C 0.987 -0.145 0.357
H 2.768 -1.000 -0.492
Br -5.370 0.954 0.855
F -5.033 0.225 -1.726
H 4.194 -0.791 1.512
H 0.796 1.258 -1.280
H 2.902 0.044 2.377
C -1.863 1.387 -0.958
H 2.934 0.695 -0.029
C 3.116 -0.691 1.604
H 0.716 0.581 1.129
C 0.396 0.288 -0.983
H -2.182 2.387 -1.073
C -1.112 0.360 -0.889
H -1.556 -0.628 -0.701
H 2.708 -1.649 1.920
H 0.653 -0.448 -1.749
C -4.360 0.167 -0.569
```

Output
* HOMO level (spin up / spin down): -8.7 / -8.2 eV
* frontier orbital gap (spin up / spin down): 8.740 / 7.357 eV
* 2S+1: 1
* lowest unoccupied orbital energy (spin up / spin down): 0.03 / -0.81 eV
* E_tot: -150235.1500 eV
* relative energy (zero: lowest compared OMol25 entry of this formula, charge and spin): 25.46 kcal/mol

natural (NBO) population analysis, charges in e, atoms 1 to 2: atom 1 (H): 0.20, atom 2 (C): -0.39

***

Computed, not measured: the ion C7H11Br2O3 with charge -1 in a non-equilibrium geometry, with wB97M-V/def2-TZVPD.

The geometry in XYZ format:
```
23
C7H11Br2O3 wB97M-V/def2-TZVPD
O -0.579 1.385 0.998
C -0.902 -1.946 0.572
H -2.818 -3.308 0.378
Br -1.339 -0.031 0.128
H 1.084 -4.062 -1.704
C 0.722 4.502 0.544
H -1.350 -3.438 -1.233
C -2.156 -2.793 1.213
C 0.843 -3.607 -0.631
C -0.011 2.393 0.612
H 1.496 4.627 1.309
O -0.290 3.654 1.054
H 0.313 5.483 0.288
H 0.653 4.003 -1.560
C 1.219 3.761 -0.655
H 1.707 -2.893 -0.286
H -0.009 -2.021 1.360
H 2.282 3.938 -0.842
H 0.534 -4.418 0.159
O 0.988 2.406 -0.319
C -0.530 -2.684 -0.870
H -1.634 -3.716 1.758
Br -0.222 -1.235 -2.270
```

Output
* HOMO level: -1.6 eV
* net charge: -1
* frontier orbital gap: 4.127 eV
* 2S+1: 1
* lowest unoccupied orbital energy: 2.56 eV
* E_tot: -153656.2681 eV

natural (NBO) population analysis, charges in e, atoms 1 to 2: atom 1 (O): -0.62, atom 2 (C): -0.34